C26H36BrN6O5PSSn as an isolated structure, computed with wB97M-V/def2-TZVPD.

Geometry as XYZ:
```
77
Properties=species:S:1:pos:R:3
Sn -0.81 1.47 0.53
N 2.71 -0.17 3.70
C 1.64 -0.04 2.90
S 2.00 0.62 1.26
N 0.47 -0.38 3.32
N -0.56 -0.19 2.43
C -1.67 -0.71 2.79
C -2.84 -0.64 1.91
C -3.99 -1.33 2.22
C -5.06 -1.30 1.34
C -4.93 -0.58 0.16
C -3.75 0.10 -0.08
N -2.72 0.08 0.77
H 3.63 0.02 3.35
H 2.59 -0.55 4.62
H -1.75 -1.26 3.72
H -4.05 -1.89 3.15
H -5.97 -1.83 1.56
H -5.73 -0.53 -0.56
H -3.62 0.68 -0.98
O 1.54 3.02 -0.66
C 2.68 3.46 0.09
C 2.26 3.72 1.51
C 2.19 5.03 1.98
C 1.80 5.26 3.29
C 1.48 4.18 4.09
C 1.56 2.91 3.55
N 1.95 2.68 2.30
H 1.76 3.08 -1.60
H 3.08 4.38 -0.34
H 3.47 2.70 0.07
H 2.45 5.84 1.33
H 1.75 6.27 3.68
H 1.17 4.31 5.12
H 1.31 2.04 4.15
Br -3.46 3.70 -0.09
C -2.63 3.25 -1.73
C -2.93 3.99 -2.86
C -2.32 3.63 -4.05
C -1.43 2.56 -4.06
C -1.20 1.88 -2.88
N -1.80 2.22 -1.72
H -3.63 4.82 -2.81
H -2.52 4.18 -4.96
H -0.94 2.25 -4.97
H -0.53 1.04 -2.82
C 2.34 -0.40 -2.86
C 1.63 -1.74 -2.94
C 2.56 -2.83 -3.41
C 0.35 -1.70 -3.75
O 1.25 -2.16 -1.56
P 0.66 -1.39 -0.36
O 1.91 -0.98 0.52
O -0.16 -0.17 -0.73
O -0.23 -2.38 0.42
C 0.02 -3.81 0.78
C 1.49 -4.02 1.12
C -0.43 -4.65 -0.40
C -0.86 -4.03 2.00
H 2.65 -0.10 -3.86
H 3.23 -0.47 -2.24
H 1.69 0.38 -2.45
H 2.89 -2.61 -4.43
H 2.06 -3.79 -3.41
H 3.44 -2.89 -2.78
H 0.58 -1.40 -4.78
H -0.36 -0.99 -3.33
H -0.11 -2.68 -3.77
H 2.13 -3.84 0.26
H 1.63 -5.05 1.43
H 1.79 -3.37 1.94
H 0.21 -4.48 -1.27
H -1.46 -4.43 -0.65
H -0.36 -5.71 -0.13
H -0.53 -3.40 2.82
H -0.79 -5.07 2.32
H -1.90 -3.81 1.76
```

Calculated values
HOMO = -0.508 Ha
Frontier orbital gap = 8.1 eV
Net charge = +2
Energy above the lowest of the compared OMol25 structures with the same formula, charge and spin = 0.0 kcal/mol
Multiplicity = 1